[1]
# C9H24F2O9S3Tl

A structure of composition C9H24F2O9S3Tl in a non-equilibrium geometry (wB97M-V/def2-TZVPD, the Open Molecules 2025 dataset).

Results
Lowest unoccupied orbital energy   -11.392 eV
2S+1   1
Energy   -70761.411 eV
Gap between HOMO and LUMO   1.403 eV
Net charge   +1
Energy relative to the best compared isomer or geometry (same formula, charge and spin)   6.813 eV
HOMO energy   -12.795 eV

Last column: Mulliken charge in e.
Element x y z (Å)
Tl (-10.3839, -11.4254, -16.1190)  1.00
F (-5.6369, -10.6646, -17.4645)  -0.23
F (-14.7471, -9.2348, -15.5110)  -0.23
O (-13.0418, -5.8524, -22.7929)  -0.53
S (-13.4796, -5.8692, -21.3567)  1.13
O (-13.0130, -6.9085, -20.4695)  -0.53
O (-13.0632, -4.3586, -20.7586)  -0.28
C (-13.4674, -3.1700, -21.3355)  -0.15
C (-12.7707, -2.7897, -22.6577)  -1.05
C (-15.3835, -5.8335, -21.3057)  -0.84
H (-13.0646, -2.5058, -20.5709)  0.26
H (-14.5548, -3.1486, -21.4072)  0.29
H (-12.4782, -1.7519, -22.8172)  0.36
H (-13.2840, -3.2358, -23.5096)  0.30
H (-11.7997, -3.2817, -22.7154)  0.33
H (-15.5708, -6.0082, -20.2462)  0.33
H (-15.6672, -6.6426, -21.9787)  0.36
H (-15.7136, -4.8353, -21.5935)  0.32
O (-6.5311, -17.2122, -11.3220)  -0.57
S (-7.8642, -16.7906, -10.9800)  1.13
O (-8.6363, -15.9176, -11.8970)  -0.63
O (-8.7962, -18.1620, -10.7176)  -0.33
C (-10.1996, -18.0662, -10.7662)  -0.11
C (-10.5803, -19.5376, -10.7380)  -1.20
C (-7.8787, -16.1575, -9.2299)  -0.86
H (-10.5805, -17.7229, -11.7280)  0.24
H (-10.5648, -17.3875, -9.9954)  0.36
H (-10.5694, -20.0172, -11.7168)  0.33
H (-11.6175, -19.6528, -10.4233)  0.36
H (-9.8799, -20.1508, -10.1710)  0.31
H (-8.5662, -15.3257, -9.0764)  0.31
H (-6.9422, -15.6503, -8.9981)  0.38
H (-8.1538, -17.0802, -8.7189)  0.28
O (-7.6564, -3.5539, -17.4609)  -0.55
S (-7.1830, -4.8386, -17.9227)  1.10
O (-8.0737, -5.9897, -18.0033)  -0.58
O (-6.5802, -4.5451, -19.4376)  -0.26
C (-6.5799, -5.5689, -20.4198)  -0.13
C (-5.9179, -5.0431, -21.6369)  -1.21
C (-5.7008, -5.3375, -17.0088)  -0.84
H (-7.6305, -5.7793, -20.6198)  0.31
H (-6.0293, -6.4223, -20.0240)  0.36
H (-6.5404, -4.1847, -21.8892)  0.31
H (-5.9957, -5.7565, -22.4574)  0.37
H (-4.9214, -4.7046, -21.3529)  0.31
H (-5.2225, -6.0933, -17.6317)  0.30
H (-5.9955, -5.5517, -15.9815)  0.34
H (-4.9643, -4.5383, -16.9253)  0.34



[2]
# C9H24LaN5OPSe2Te2

A structure of composition C9H24LaN5OPSe2Te2 in a non-equilibrium geometry (wB97M-V/def2-TZVPD, the Open Molecules 2025 dataset).

Results
Lowest unoccupied orbital energy   -3.109 eV
2S+1   1
Energy   -174646.073 eV
Gap between HOMO and LUMO   6.844 eV
Net charge   +1
Energy relative to the best compared isomer or geometry (same formula, charge and spin)   0.000 eV
HOMO energy   -9.953 eV

Last column: Mulliken charge in e.
Element x y z (Å)
La (-4.4392, -14.7084, 5.1298)  1.68
Se (-7.1281, -13.2417, 5.6621)  -0.55
Te (-7.2294, -15.0342, 7.5391)  -0.06
Te (-6.5156, -17.0883, 6.0195)  -0.01
Se (-3.9604, -17.3374, 6.2782)  -0.72
C (-1.4669, -11.0694, 6.8226)  -0.83
N (-2.8593, -11.3817, 6.1321)  0.20
C (-3.6635, -12.1216, 7.1544)  -0.96
P (-2.9293, -11.8006, 4.5577)  0.44
O (-2.6904, -13.2862, 4.3424)  -1.08
N (-4.4826, -11.5624, 4.1428)  0.65
C (-5.2747, -10.4123, 4.7031)  -1.19
C (-4.8650, -11.8807, 2.7861)  -1.06
N (-1.7671, -10.9651, 3.7952)  0.37
C (-1.5826, -9.5259, 3.8065)  -1.12
C (-0.8052, -11.7125, 2.9834)  -1.06
H (-0.8911, -12.0434, 7.2098)  0.25
H (-1.7259, -10.4311, 7.6306)  0.38
H (-0.7795, -10.5510, 6.1298)  0.30
H (-3.1859, -13.1231, 7.1369)  0.40
H (-4.7213, -12.2336, 6.9092)  0.05
H (-3.7641, -11.7593, 8.1512)  0.41
H (-5.0118, -9.4615, 4.2365)  0.33
H (-5.0854, -10.4381, 5.7802)  0.28
H (-6.3226, -10.6609, 4.4560)  0.48
H (-3.9799, -12.0750, 2.1675)  0.27
H (-5.3830, -11.1296, 2.1928)  0.37
H (-5.4321, -12.7667, 2.7900)  0.33
H (-2.4496, -9.0384, 4.2676)  0.29
H (-1.5830, -9.2273, 2.7458)  0.41
H (-0.6693, -9.2645, 4.2562)  0.42
H (0.0525, -11.1350, 2.7726)  0.42
H (-1.2551, -12.1552, 2.0704)  0.25
H (-0.4720, -12.5657, 3.5722)  0.34
C (-4.4037, -19.4624, 3.3026)  -0.70
N (-3.6210, -18.2228, 2.8336)  -0.02
C (-2.2249, -18.3639, 2.5446)  -1.06
C (-4.0144, -17.0112, 3.0221)  0.74
N (-4.2041, -15.8924, 3.0414)  -0.61
H (-4.8218, -19.0423, 4.1946)  0.21
H (-3.6496, -20.1711, 3.5516)  0.36
H (-5.0907, -19.7449, 2.5465)  0.26
H (-1.8483, -17.3999, 2.2137)  0.41
H (-2.2182, -19.0982, 1.7917)  0.41
H (-1.6630, -18.6851, 3.4016)  0.32



[3]
# C9H24N2O3P

A cluster of 2 separate species, C9H24N2O3P in total in a non-equilibrium geometry (wB97M-V/def2-TZVPD, the Open Molecules 2025 dataset).

Results
Lowest unoccupied orbital energy   2.187 eV
2S+1   1
Energy   -28132.436 eV
Gap between HOMO and LUMO   5.634 eV
Net charge   -1
HOMO energy   -3.447 eV

Last column: Mulliken charge in e.
Element x y z (Å)
C (2.1646, 0.5373, 1.2205)  -1.40
C (1.4202, 1.2074, 0.0550)  -0.06
C (1.0960, 0.2881, -1.1329)  -0.42
C (-0.3840, 0.2307, -1.5690)  -0.86
C (-1.2391, 1.4909, -1.4155)  -1.22
P (-2.8709, 1.2803, -0.3753)  0.11
C (-1.8814, 0.6726, 1.1740)  -1.55
C (-4.5658, 1.1469, 0.6166)  -0.92
C (-5.1090, -0.2066, 0.9167)  0.47
O (-5.5567, -0.5392, 2.0116)  -0.62
O (-5.1192, -1.1269, -0.1196)  -0.48
H (3.2309, 0.4534, 1.0393)  0.22
H (1.9793, 1.1282, 2.1164)  0.42
H (1.7487, -0.4503, 1.4084)  0.33
H (0.5395, 1.6858, 0.4612)  0.13
H (2.0587, 2.0167, -0.3051)  0.35
H (1.7544, 0.5483, -1.9597)  0.37
H (1.3997, -0.7198, -0.8502)  0.16
H (-0.3810, -0.0386, -2.6264)  0.37
H (-0.8608, -0.6156, -1.0730)  0.41
H (-1.6009, 1.7872, -2.4008)  0.60
H (-0.6852, 2.3440, -1.0246)  0.49
H (-2.9710, -0.0879, -0.8939)  -0.18
H (-3.6536, 1.7577, -1.5406)  -0.04
H (-2.7582, 2.6666, 0.1372)  -0.07
H (-1.2719, -0.2151, 1.0054)  0.29
H (-2.5752, 0.4185, 1.9795)  0.63
H (-1.2739, 1.4905, 1.5630)  0.24
H (-5.2965, 1.7132, 0.0386)  0.55
H (-4.4742, 1.6508, 1.5756)  0.37
H (-4.3207, -1.6493, -0.0361)  0.31
C (4.7831, -2.3532, -0.2227)  0.64
O (3.8536, -1.7595, -0.7262)  -0.59
N (5.9356, -1.7188, 0.1704)  -0.39
N (4.7579, -3.7073, 0.0025)  -0.41
H (6.7114, -2.1876, 0.5945)  0.16
H (5.9794, -0.7282, 0.0278)  0.22
H (3.9256, -4.1962, -0.2653)  0.22
H (5.5109, -4.2151, 0.4229)  0.15



[4]
# C9H24N3PdSeSi

A structure of composition C9H24N3PdSeSi (wB97M-V/def2-TZVPD, the Open Molecules 2025 dataset).

Results
Lowest unoccupied orbital energy   3.188 eV
2S+1   1
Energy   -90898.502 eV
Gap between HOMO and LUMO   6.040 eV
Net charge   -1
Energy relative to the best compared isomer or geometry (same formula, charge and spin)   0.028 eV
HOMO energy   -2.852 eV

Last column: Mulliken charge in e.
Element x y z (Å)
Pd (-0.2798, -0.5590, 0.6862)  -0.26
C (-0.1161, 1.9978, -2.5711)  -0.38
C (-0.5951, 0.5585, -2.7777)  -1.00
N (0.1321, -0.3735, -1.9375)  0.01
C (1.5456, -0.5503, -2.2363)  -0.72
C (2.4405, -0.4128, -0.9986)  -0.93
N (2.0833, 0.7351, -0.1884)  0.09
C (2.3368, 2.0509, -0.7470)  -0.76
C (1.0947, 2.9579, -0.6625)  -0.73
N (-0.1348, 2.3648, -1.1620)  -0.09
H (-0.7666, 2.6603, -3.1545)  0.41
H (0.8870, 2.1067, -3.0024)  0.18
H (-0.5304, 0.3257, -3.8539)  0.36
H (-1.6476, 0.4967, -2.4908)  0.34
H (-0.3406, -1.2573, -1.8016)  0.38
H (1.8342, 0.1841, -2.9945)  0.31
H (1.7412, -1.5351, -2.6739)  0.38
H (3.4906, -0.3876, -1.3396)  0.35
H (2.2938, -1.2977, -0.3769)  0.35
H (2.3803, 0.6273, 0.7683)  0.28
H (2.6328, 1.9262, -1.7922)  0.28
H (3.1781, 2.5568, -0.2533)  0.41
H (1.2948, 3.8975, -1.1903)  0.37
H (0.9298, 3.2130, 0.3883)  0.32
H (-0.2690, 1.5001, -0.6346)  -0.13
C (-1.7998, 0.0800, 2.4358)  -0.96
Si (-1.3680, -1.8577, 2.1908)  0.79
C (-0.9400, -2.3431, 3.9671)  -1.14
C (-3.0820, -2.5781, 1.8340)  -1.11
Se (0.1533, -3.0300, 0.8265)  -0.83
H (-2.8870, 0.1852, 2.4006)  0.34
H (-1.4318, 0.8498, 1.7039)  0.12
H (-1.4465, 0.4108, 3.4139)  0.32
H (-1.6946, -1.9793, 4.6730)  0.33
H (0.0302, -1.9247, 4.2448)  0.26
H (-0.8703, -3.4300, 4.0468)  0.25
H (-3.8089, -2.2705, 2.5941)  0.34
H (-3.0387, -3.6688, 1.8062)  0.25
H (-3.4314, -2.2297, 0.8594)  0.24